50
Properties=species:S:1:pos:R:3:forces:R:3 method="wB97M-V/def2-TZVPD" total_energy_ha=-1071.9466 homo_lumo_gap_ev=9.0 e_homo_ev=-11.4061 lumo_ha=-0.08750 total_charge=+1
C 0.140608 1.653188 2.744841 0.7 3.4 -0.9
C 1.116531 0.535025 2.395011 -0.3 -0.6 1.6
C 0.614703 -0.485885 1.385909 0.8 -1.2 0.3
C 0.500296 -1.766588 1.780013 -0.6 0.3 1.4
C 0.467567 -1.051223 -0.977878 -1.7 -1.0 1.7
N 0.525828 -0.041852 0.079254 0.4 0.8 -0.6
N -1.212009 1.539523 2.078819 0.3 -0.7 1.8
H 0.628402 2.657101 2.444488 -0.9 -1.5 -0.5
H -0.089805 2.023860 3.772397 0.2 -1.7 -0.2
H 2.027420 0.970638 1.988994 0.0 0.1 0.0
H 1.395350 0.039585 3.366277 -0.2 0.2 -1.2
H 0.305181 -2.709289 1.319606 -0.1 0.2 -1.3
H 0.421736 -1.915807 2.848124 0.5 0.2 0.3
H 0.524808 -0.689997 -1.986763 0.5 0.5 -0.3
H -0.565932 -1.478430 -0.882243 1.4 -0.2 -0.2
H 1.201110 -1.836058 -0.772806 0.0 -0.1 -0.3
H 1.170521 0.709435 -0.098286 0.2 0.4 -0.1
H -1.742870 0.773406 2.605721 -0.4 1.5 -0.5
H -1.587419 2.485386 2.166027 -0.8 -0.6 0.0
H -1.300105 1.217079 1.119751 0.5 0.1 -0.8
H 2.982712 1.896505 -1.128436 -0.1 1.0 0.7
H 2.796145 3.477008 -0.907232 0.2 -0.2 -0.1
O 2.504829 2.605871 -0.626446 -0.1 -0.7 0.1
H -0.942909 1.916734 -3.275406 0.2 -0.1 0.1
H -0.381692 1.091132 -2.090402 0.5 0.7 -0.4
O -1.191641 1.409813 -2.501097 -1.0 -0.3 0.5
H -1.552117 -4.038477 0.852201 0.5 -0.4 -1.0
H -1.303681 -4.673342 -0.577880 -0.1 0.2 0.4
O -1.112403 -3.905568 -0.018626 -0.4 0.0 0.8
H -2.503438 -2.318604 0.667947 -0.2 -0.1 -0.1
H -2.539296 -0.876664 0.236140 -0.3 0.0 0.1
O -2.980097 -1.499825 0.844250 0.4 -0.3 -0.2
H -3.858889 -0.129880 2.150477 0.2 -0.7 0.1
H -3.171233 -0.872820 3.331508 -0.3 -0.3 -0.4
O -3.517033 -0.024521 3.044461 0.4 1.0 0.6
H 2.020220 1.643021 -2.620408 -0.8 0.6 -1.1
H 1.209820 2.643809 -3.584728 0.6 0.1 0.2
O 1.212531 1.774194 -3.176026 0.8 -0.6 0.3
H -2.265364 0.957788 -1.215414 -0.3 0.2 0.2
H -3.613005 0.682594 -0.482234 0.4 0.1 0.0
O -2.658596 0.788310 -0.335228 -0.3 0.5 0.0
H 4.652210 -1.077629 0.709397 0.2 -0.1 -0.1
H 3.305831 -1.188977 0.036633 0.0 -0.1 0.0
O 4.250239 -1.216637 -0.154846 -0.1 0.0 0.3
H 4.643827 0.962247 -2.124515 0.0 0.4 0.2
H 3.727159 -0.172264 -2.366467 -0.4 0.1 0.4
O 3.709405 0.739543 -2.031021 0.6 -0.6 -1.0
H -1.501062 -0.371018 -2.552381 -0.7 -0.4 -0.4
H -2.724051 -1.288488 -2.926946 0.7 0.2 0.4
O -1.935447 -1.219564 -2.351806 -0.8 -0.3 -0.6

---

51
Properties=species:S:1:pos:R:3:forces:R:3 method="wB97M-V/def2-TZVPD" total_energy_ha=-1167.8534 homo_lumo_gap_ev=9.7 e_homo_ev=-9.6245 lumo_ha=0.00147
C -0.857757 1.225115 -1.685811 0.3 0.1 -1.7
C -0.126109 0.092284 -2.397487 0.2 -0.7 0.3
N -0.174820 -1.211969 -1.656982 -0.1 1.2 -1.8
C -1.446354 -1.963618 -1.931962 0.8 1.0 0.2
C -2.767215 -1.298655 -1.517552 -0.3 -1.0 0.5
C -1.245694 -3.105554 -0.941702 -1.5 -1.4 0.4
O -1.474637 -2.975757 0.239601 0.4 0.8 0.0
H -1.911204 1.066275 -1.771307 -0.5 -0.4 0.7
H -0.580120 1.423550 -0.657224 0.1 0.3 -0.1
H -0.809915 2.042586 -2.403035 0.8 0.8 0.6
H -0.630579 -0.015260 -3.366655 0.3 -0.3 0.1
H 0.944279 0.301984 -2.605439 -0.6 0.2 0.1
H 0.032740 -0.953726 -0.698325 -0.6 -0.7 0.3
H -1.455823 -2.129664 -3.074351 0.2 -0.5 2.0
H -2.923526 -0.316192 -1.859260 -0.1 0.9 -0.9
H -2.797396 -1.196298 -0.431303 -0.1 -0.2 -0.1
H -3.629353 -1.898571 -1.860259 0.4 0.1 0.2
H -1.072585 -4.148699 -1.198804 0.7 -0.2 -1.0
O 1.234932 0.451823 2.489721 0.7 0.3 1.3
H 0.715095 0.631567 1.718727 -0.6 -0.3 -0.7
H 1.500157 -0.469100 2.555423 0.1 -0.3 -0.6
O -3.372343 -0.545132 1.790978 -0.7 0.0 -1.0
H -3.075222 -1.451975 1.903896 0.0 0.0 0.4
H -3.350214 -0.106586 2.641456 0.3 -0.4 0.4
O 2.495956 -1.655338 0.867749 -0.4 -0.1 1.8
H 2.605969 -2.329505 0.200073 0.1 0.6 -0.6
H 2.483997 -0.735850 0.544004 0.3 -1.0 -1.0
O -0.051142 2.977147 3.393379 -0.5 -0.4 -0.8
H -0.158995 2.094952 2.996179 0.5 -0.3 0.7
H -0.627985 3.402659 2.750799 0.0 0.8 0.3
O 2.200488 3.502470 -1.254816 0.3 0.4 0.6
H 2.282010 3.697194 -0.308843 -0.5 0.1 -0.2
H 3.129332 3.340328 -1.450217 0.0 -0.3 -0.5
O 2.903807 -1.985029 -2.024510 0.4 0.4 0.1
H 3.009387 -2.898582 -2.289598 -0.2 -0.1 -0.3
H 1.988241 -1.710712 -2.164848 -0.4 -0.4 0.1
O -1.260391 1.092836 1.512111 0.7 0.8 0.0
H -2.087421 1.574718 1.309822 0.4 -0.9 -0.3
H -1.413060 0.146351 1.438342 -0.9 0.2 0.0
O -1.531490 -0.886736 3.672782 1.4 0.5 1.2
H -1.066489 -0.465368 4.433203 -0.9 -0.4 -0.2
H -0.779948 -0.808270 3.070142 -0.2 -0.2 -0.4
O 4.521296 0.519791 -2.034395 -0.7 -1.6 -0.8
H 4.638626 -0.008370 -1.236750 0.4 0.4 0.4
H 3.898775 -0.142220 -2.449699 0.8 1.2 0.1
O -2.804360 2.789476 0.049052 0.0 -0.2 0.3
H -3.377545 3.041132 -0.675399 -0.1 0.3 0.0
H -2.459266 3.580495 0.467614 -0.1 0.4 -0.3
O 2.477675 0.760301 -0.350890 -0.3 -0.1 0.7
H 1.540720 0.919459 -0.499106 -0.1 0.4 -0.3
H 2.611314 1.070326 0.556190 0.1 0.3 0.0

---

51
Properties=species:S:1:pos:R:3:forces:R:3 method="wB97M-V/def2-TZVPD" total_energy_ha=-1167.5112 homo_lumo_gap_ev="10.5 / 5.3" e_homo_ev="-13.3706 / -13.3673" spin_multiplicity=2 lumo_ha="-0.10408 / -0.29636" total_charge=+1
O 0.523650 3.084488 1.695975 0.0 -0.3 0.3
C -0.525376 3.428897 1.225924 -1.3 1.8 -0.3
C -1.107486 2.887588 -0.058580 -1.0 -1.6 -0.8
C -0.239842 2.990908 -1.338936 -0.5 -0.6 1.1
C 1.279870 2.716915 -0.976096 -1.5 2.8 -1.9
C 3.021143 1.172356 -1.386358 2.6 -0.6 -1.1
N 1.617574 1.331161 -1.045893 3.7 0.7 3.6
H -1.141075 4.299458 1.670246 0.8 -1.1 -0.1
H -1.258406 1.739042 0.080426 -0.1 2.0 0.2
H -2.057361 3.401735 -0.379099 0.6 -0.7 1.0
H -0.385168 3.984458 -1.810944 0.6 -0.6 0.3
H -0.745733 2.216571 -2.005355 1.4 0.9 0.4
H 1.775197 3.376284 -1.710468 0.5 -1.2 -0.3
H 1.642185 3.238802 -0.025444 -1.0 -1.4 -0.6
H 3.569194 1.778912 -0.646742 -0.2 -0.5 1.0
H 3.522351 0.164854 -1.466500 -1.4 0.7 0.6
H 3.521518 1.749893 -2.189754 -1.6 -0.2 -0.7
H 1.588402 0.891065 -0.047600 -1.1 0.2 -1.9
H -0.660547 -2.031851 3.695085 -0.6 0.1 1.1
H 0.375569 -3.209689 3.497538 -0.2 -0.7 0.5
O 0.149901 -2.312719 3.293154 1.3 0.5 -1.4
H -1.024743 -0.587489 2.289138 1.7 2.4 -2.5
H -0.424384 -0.314959 0.729724 -0.5 -0.1 0.8
O -0.488941 0.082586 1.620855 -2.8 -2.1 1.1
H 2.049886 -1.507310 -3.937454 -0.6 -0.5 0.2
H 1.292953 -0.128989 -3.657335 0.3 -0.9 -0.8
O 2.085153 -0.560075 -4.027119 0.1 1.5 0.4
H -1.702775 -2.687759 1.646569 0.5 -0.4 -0.3
H -3.146405 -2.727709 1.284119 -0.5 -0.2 -0.4
O -2.566433 -2.515858 2.005274 -0.3 0.7 1.1
H -2.850044 1.916716 -2.999924 -0.3 0.3 -1.0
H -2.763604 0.913581 -1.985093 -0.7 -0.8 -1.7
O -2.983492 0.963387 -2.969164 1.0 0.5 2.7
H 1.064173 -0.347407 -1.942619 -2.5 -2.2 1.3
H 0.766252 -1.286715 -0.732739 0.6 -0.8 0.4
O 0.297982 -0.895735 -1.471126 2.0 2.5 -1.4
H -2.478662 -1.533400 3.456105 -0.1 1.8 0.9
H -2.360959 -0.019066 4.207167 -0.9 0.5 -0.2
O -1.987807 -0.871976 4.057078 0.6 -2.3 -1.0
H -1.201092 -2.166869 -2.059832 0.0 0.6 -0.3
H -1.697741 -2.205021 -3.550594 -0.2 0.4 0.0
O -1.347323 -2.719866 -2.827893 0.1 -1.1 0.2
H 2.511641 -2.508705 1.355975 1.4 -0.3 0.7
H 1.181005 -1.864866 1.348324 0.4 -0.3 -0.2
O 1.812799 -2.333738 0.757274 -2.0 0.7 -0.6
H 1.031840 0.730436 2.337415 -0.1 -0.2 0.2
H 1.633449 -0.438648 3.083672 -0.4 -1.0 1.1
O 1.817579 0.179061 2.403345 1.7 1.3 -1.0
H -1.417840 -3.903785 -0.855097 0.4 -0.1 -0.1
H -0.312219 -3.783639 0.277128 0.2 -0.3 -0.5
O -1.255787 -3.775309 0.086259 -0.1 0.3 0.2

---

53
Properties=species:S:1:pos:R:3:forces:R:3 method="wB97M-V/def2-TZVPD" total_energy_ha=-1222.8033 homo_lumo_gap_ev="8.5 / 4.1" e_homo_ev="-12.8427 / -12.8425" spin_multiplicity=2 lumo_ha="-0.15807 / -0.32228" total_charge=+1
C 0.989506 1.749165 -1.546735 1.6 4.8 -0.8
O 0.802787 1.318227 -2.896672 0.8 -1.7 1.2
C 1.643090 0.895927 -0.510840 -7.5 -2.8 1.8
C 1.492287 1.410349 0.942290 -1.0 1.5 -2.8
C -0.032424 1.297845 1.291998 2.1 2.4 0.4
N 0.404798 0.188156 4.806407 0.3 2.4 -0.2
C -0.136303 0.055331 3.477184 2.1 3.1 2.3
N 0.031777 1.098443 2.797053 -0.9 -1.7 -2.5
H 0.078250 2.311711 -1.346469 -0.2 -0.6 1.1
H 1.759655 2.721764 -1.541904 -1.8 -2.1 -0.5
H 1.022633 0.355512 -2.905273 -0.2 0.6 -0.2
H 1.005423 -0.156296 -0.459075 1.8 2.0 -0.4
H 2.534720 0.673504 -0.854866 4.8 -1.2 -1.0
H 1.984293 0.733532 1.565625 1.4 -0.6 1.0
H 1.858111 2.471183 0.906512 -0.2 -0.9 0.9
H -0.531894 0.570815 0.642514 -0.7 -1.0 1.1
H -0.478879 2.262339 0.950855 0.0 -0.6 0.9
H 1.180890 0.949063 4.824217 -2.0 -1.4 0.3
H -0.314001 0.268979 5.555608 0.9 -0.3 -0.3
H -0.309291 -0.927744 3.298811 -1.5 -2.8 -1.7
H -1.222124 -4.265351 -0.060474 -1.6 -0.2 -1.3
H -1.570224 -3.043554 0.992599 0.4 -1.5 -1.4
O -0.967317 -3.776021 0.692707 0.7 1.7 2.7
H -2.112655 -0.313269 -0.686297 -0.3 0.0 -0.8
H -2.779342 0.234292 0.629727 1.3 -1.6 -1.4
O -2.148961 -0.494280 0.247340 -1.2 1.5 1.9
H 3.804084 2.530285 -2.367375 -1.6 -0.7 -3.0
H 2.681449 1.648421 -3.148428 0.0 0.1 0.0
O 3.304593 2.371844 -3.275429 2.2 0.9 2.6
H -1.246091 2.577806 -2.312588 -0.8 -0.2 -0.3
H -2.391627 3.252683 -3.061173 -0.1 -0.5 0.4
O -2.221958 2.580028 -2.373026 0.6 0.6 -0.1
H 1.482711 -2.040955 3.623754 0.5 0.8 0.5
H 1.998949 -2.982344 2.587424 1.9 -0.2 -2.6
O 1.438748 -2.925279 3.303996 -2.3 -0.6 2.2
H 1.354521 -2.178421 -1.691186 1.0 0.5 -1.5
H 2.130906 -2.293261 -3.037628 1.9 -2.6 -2.1
O 1.671894 -1.693404 -2.546854 -2.1 2.7 4.1
H 0.125588 -1.449918 -3.371959 -0.3 -1.2 -1.4
H 0.070718 -2.016474 -4.911713 -1.1 0.2 2.5
O -0.385822 -2.034369 -3.996020 0.5 0.5 -1.7
H -3.115863 2.419058 -0.451323 0.0 0.3 -0.1
H -3.440846 2.737624 1.094835 -0.3 -1.0 -1.7
O -3.548592 2.077881 0.346016 0.4 0.7 1.7
H 0.315731 3.151988 3.576746 0.7 0.2 0.6
H -0.740125 3.379761 2.646450 -0.9 0.2 -0.8
O -0.291537 3.850196 3.334419 0.2 0.0 0.3
H 1.784939 -3.889702 -0.276889 0.3 -1.1 0.0
H 0.368826 -3.215643 -0.007460 0.5 -0.5 0.4
O 1.316204 -3.075125 -0.273901 -0.5 1.7 -0.2
H -3.241942 -3.990427 -1.614699 0.9 1.0 0.5
H -2.400227 -3.087400 -2.362472 1.2 1.6 -4.9
O -2.525068 -3.306878 -1.509329 -2.2 -2.6 4.0

---

Q: Which relative energy (zero: lowest compared OMol25 entry of this formula, charge and spin) values were calculated for the entries above? A: 80.4, 106.8, 67.3, 122.4, in kcal per mole.